Version A
# C2F4OS

A cluster of 2 separate species, C2F4OS in total (wB97M-V/def2-TZVPD, OMol25).

Values from the calculation:
E_HOMO (spin up / spin down)	-0.36454 / -0.36455	Ha
charge	0
Kohn-Sham gap (spin up / spin down)	7.380 / 7.381	eV

Structure (XYZ):
```
8
C2F4OS, DFT wB97M-V/def2-TZVPD
C 0.18778 -0.69703 0.15299
C -0.88934 0.40390 -0.07139
O 1.22669 -0.58565 0.66535
F -0.25098 -1.79475 -0.41503
F -1.64030 0.59003 1.12344
F -1.79619 -0.07195 -0.95472
F -0.42620 1.60706 -0.49535
S 3.58853 0.54840 -0.00529
```

Atomic partial charges in e from the natural (NBO) method, atoms 1 to 4: C 0.7955; C 0.8789; O -0.4736; F -0.2835

---

Version B
# C2F4OS

An isolated molecule of C2F4OS (wB97M-V/def2-TZVPD, OMol25).

Values from the calculation:
E_HOMO	-0.38470	Ha
charge	0
Kohn-Sham gap	9.200	eV

Structure (XYZ):
```
8
C2F4OS, DFT wB97M-V/def2-TZVPD
C 0.32673 -0.62491 -0.10737
C 0.44414 0.76098 0.40854
O -1.12434 -2.30046 -1.55290
F 1.37055 -1.44537 0.10133
F 0.87295 1.67449 -0.40642
F 1.30126 0.90849 1.52977
F -0.75996 1.13187 0.79978
S -0.99870 -0.92695 -1.09386
```

Atomic partial charges in e from the natural (NBO) method, atoms 1 to 4: C -0.0320; C 0.9042; O -0.8494; F -0.2697

---

Version C
# C2F4OS

A cluster of 2 separate species, C2F4OS in total (wB97M-V/def2-TZVPD, OMol25).

Values from the calculation:
E_HOMO (spin up / spin down)	-0.43073 / -0.43079	Ha
charge	0
Kohn-Sham gap (spin up / spin down)	7.216 / 7.219	eV

Structure (XYZ):
```
8
C2F4OS, DFT wB97M-V/def2-TZVPD
C -0.02369 0.22523 0.30112
C -0.23780 -0.29814 -1.01724
O 0.36141 1.60362 2.50923
F 0.42162 -1.89919 1.70701
F 0.63166 -1.30015 -1.28009
F 0.09915 0.63813 -1.90747
F -1.40284 -0.66065 -1.41173
S 0.15049 1.69114 1.09918
```

Atomic partial charges in e from the natural (NBO) method, atoms 1 to 4: C -0.0697; C 0.8356; O -0.7683; F -0.4474

---

Which is the most stable structure? version B is the most stable.